Entry 1:
This record from the OMol25 dataset describes a molecular structure, C14H22AsF6N4OPbS. The level of theory is the ωB97M-V functional and the def2-TZVPD basis.

Geometry as XYZ:
```
50
Properties=species:S:1:pos:R:3
Pb -1.96756 1.90435 0.28584
As -0.16698 3.76512 2.42899
S 1.17321 -0.21845 -0.51935
F 1.52526 3.72018 2.39606
F -0.25627 2.73403 3.77437
F -0.23204 4.41991 0.84322
F -0.07110 2.08300 1.40466
F -1.91836 3.44861 2.20520
F -0.39689 5.20576 3.24595
O 2.37943 0.25555 -1.37048
N -1.65016 -0.55547 -0.27190
N -1.15692 -1.04011 -1.47546
N 0.54942 -0.86351 -3.03861
N -2.78226 0.45867 1.98267
C -3.70983 0.04726 4.13956
C -0.24096 -1.39515 -4.16921
C -4.01678 -1.24446 3.77331
C 3.78754 2.16215 -0.83017
C 3.74485 0.65388 -0.69782
C -2.50823 -1.31775 0.32908
C 0.05075 -0.71315 -1.82391
C -3.10663 0.88057 3.20475
C -0.47683 -2.89236 -4.07023
C -3.02508 -0.82758 1.63507
C 4.76769 -0.04446 -1.56357
C -3.66570 -1.68994 2.49976
C -2.94647 -2.64489 -0.18506
C 3.75669 0.18342 0.73669
H -1.00256 -3.23018 -4.96225
H 0.32504 -1.15169 -5.06527
H -2.89082 1.91412 3.43788
H -3.87648 -2.70650 2.20386
H 2.97893 0.65874 1.33490
H -3.93959 0.42994 5.12360
H -1.08418 -3.14428 -3.20230
H 3.67065 -0.90340 0.80897
H 4.65339 0.23578 -2.61005
H -2.62410 -3.43864 0.49211
H -4.51901 -1.91100 4.46145
H 5.75733 0.27133 -1.23378
H -1.18100 -0.84504 -4.20348
H 4.73849 2.50725 -0.42515
H 0.46656 -3.43487 -4.01164
H 4.71411 0.46721 1.17187
H 2.98598 2.63470 -0.26284
H -4.03624 -2.67987 -0.23500
H 4.70523 -1.12815 -1.46563
H 3.72580 2.46617 -1.87433
H 1.52354 -0.64980 -3.18521
H -2.53084 -2.83696 -1.16708
```

Results
- E_tot: -4266.46009 Ha
- LUMO (alpha / beta): -6.99 / -9.80 eV
- Spin multiplicity: 2
- F_max: 0.72 eV/A
- ⟨S²⟩: 0.77
- Frontier orbital gap (alpha / beta): 8.5 / 5.5 eV
- Total charge: +2



Entry 2:
This record from the OMol25 dataset describes a molecular structure, C14H22BrCa3ClF4NNaO12P at a distorted geometry. The level of theory is the ωB97M-V functional and the def2-TZVPD basis.

Geometry as XYZ:
```
60
Properties=species:S:1:pos:R:3
Br -3.66208 0.72395 3.82838
Ca -4.19309 -1.85949 -1.87802
Ca 2.97751 -0.77536 0.25878
Ca -2.10280 -0.48399 7.73358
Cl -8.49860 -3.07410 -4.12421
P 5.52189 2.96488 1.73649
Na 0.45181 1.04577 -0.29041
F -5.00115 3.74202 2.05335
F 4.08366 0.54421 -4.66871
F 4.42064 -1.39947 -3.74147
F 4.08286 0.36578 -2.50533
O -9.49596 -3.63118 -3.23113
O 4.43852 3.24077 2.79186
O -4.99978 -4.17323 1.54640
O -1.35334 0.75414 4.24373
O 5.32876 1.55249 1.16019
O 6.91047 3.06619 2.38886
O 6.84366 0.37550 -4.93813
O 6.97494 -0.53354 -2.83585
O 5.40996 3.99941 0.60457
O -8.25723 -3.99788 -5.21545
O -8.97617 -1.81241 -4.65550
O -7.26485 -2.85538 -3.39432
N -0.79197 1.95274 4.00746
C -3.02171 -0.30995 0.16409
C -3.22911 1.94720 5.64410
C 0.16131 -0.63188 1.08601
C -2.12629 -1.58167 -0.36410
C -0.53020 -1.73457 0.07855
C -0.71210 0.66317 1.68285
C -3.21765 2.05031 1.68104
C -2.13567 0.73556 5.48951
C -2.28973 0.76769 1.15924
C 7.15442 -0.81611 -5.65280
C 0.00696 1.72228 2.71025
C 5.95584 -1.43719 -6.34310
C 4.71146 -0.08086 -3.63004
C 6.25231 0.26903 -3.61126
H -4.17083 -0.13592 -0.10817
H -3.28671 2.08365 2.85009
H 6.28298 -2.11805 -7.13496
H -2.63658 -2.38140 -1.06182
H 5.30549 -0.67262 -6.77738
H -2.64996 3.02618 1.31988
H -4.33052 1.99446 1.27289
H 7.69211 -1.54928 -5.04297
H 0.21280 2.73045 2.14495
H 0.12721 -2.64487 -0.31749
H -4.18352 1.62517 5.00919
H -3.62791 2.03149 6.76565
H 6.22354 1.33116 -3.32402
H 1.30380 -0.78377 1.37740
H -2.76451 -0.27809 5.47258
H 1.05823 1.25104 3.01823
H 5.36121 -2.02727 -5.64563
H -5.14100 -3.41888 2.13794
H -2.87799 2.99119 5.24907
H -4.12132 -4.50112 1.79090
H 7.85544 -0.50586 -6.43583
H -1.45946 0.65756 6.47003
```

Results
- E_tot: -7472.95707 Ha
- LUMO: -2.26 eV
- F_max: 10.99 eV/A
- Frontier orbital gap: 2.6 eV
- Total charge: -1



Entry 3:
This record from the OMol25 dataset describes a molecular structure, C14H22BrI2N5OSSe3TeW. The level of theory is the ωB97M-V functional and the def2-TZVPD basis.

Geometry as XYZ:
```
51
Properties=species:S:1:pos:R:3
W -0.05075 -0.59404 0.17637
I -2.86145 -0.14012 -0.03504
I 4.90344 -0.55540 4.14056
Te 1.24520 -4.55262 -0.08640
Br -3.62707 2.23928 2.42857
Se -0.76394 -2.23346 1.79431
Se 0.85834 -2.33739 -1.23079
Se 0.96779 -3.77461 2.28833
S 0.61017 1.80605 -0.45279
O -0.64850 -0.20998 -2.40982
N 3.01354 -0.11205 0.41025
N 0.51722 4.04690 0.92802
N -0.43058 0.81028 2.10354
N -0.10542 2.17676 2.07412
N 1.92201 -0.45489 1.11579
C -2.84124 3.75250 -1.92986
C -3.19228 4.63574 -0.91710
C -1.41410 -1.26378 -3.08100
C -3.30110 2.81882 0.64830
C 4.11402 -0.08786 1.17310
C -2.73263 2.39743 -1.65942
C 1.38943 -0.06104 -3.83462
C -2.96883 1.93700 -0.37461
C 0.32048 2.73469 0.93493
C -3.42280 4.17129 0.37099
C 3.72472 -0.40347 2.45593
C 2.35434 -0.63932 2.36659
C -2.62523 -0.75868 -3.83840
C 0.10471 0.58752 -3.36680
H -2.46879 1.70484 -2.44522
H 2.93940 0.06290 -0.58072
H -0.54679 0.80889 -4.20894
H 0.86548 4.49178 0.09414
H -0.41751 2.73996 2.85580
H -3.30559 5.69079 -1.12904
H 1.69905 -0.98144 3.15047
H -0.74571 -1.81804 -3.74043
H 1.22245 -1.00291 -4.35468
H -2.66673 4.11278 -2.93493
H 1.87941 0.61814 -4.53369
H -2.38006 -0.09334 -4.66273
H 2.07197 -0.24167 -3.00200
H -3.13235 -1.62418 -4.26889
H -3.33543 -0.26268 -3.17615
H 5.08494 0.14310 0.76466
H 0.08344 0.37225 2.86898
H -1.72936 -1.95067 -2.30032
H -1.42531 0.72378 2.33785
H -3.71321 4.85188 1.16027
H 0.37079 4.62275 1.74203
H 0.31605 1.53236 -2.87981
```

Results
- ΔE to the lowest compared entry with this formula, charge and spin: 9.2 kcal per mole
- E_tot: -12002.17728 Ha
- LUMO (alpha / beta): -7.24 / -7.12 eV
- F_max: 0.61 eV/A
- Frontier orbital gap (alpha / beta): 5.5 / 5.6 eV
- Total charge: +2



Entry 4:
This record from the OMol25 dataset describes a molecular structure, C14H22ClO5PPt at a distorted geometry. The level of theory is the ωB97M-V functional and the def2-TZVPD basis.

Geometry as XYZ:
```
44
Properties=species:S:1:pos:R:3
Pt 0.00620 0.01148 -0.02873
Cl 0.83207 -0.41161 -2.69114
P 2.73863 0.34791 0.18838
O 0.44757 1.27541 2.78888
O 2.93482 0.94748 -1.35101
O 4.36275 0.09761 0.38372
O 2.77546 1.22104 1.62047
O 0.51573 2.84832 -1.12142
C 0.29357 0.76287 1.77231
C 3.43226 2.30637 -1.60143
C 0.29453 1.78873 -0.71228
C 2.87516 2.66766 1.62669
C 5.74840 -0.94156 -1.23581
C -0.29146 -3.32834 -0.96825
C -1.25374 -1.80077 0.94939
C 4.82136 -1.17846 -0.10066
C -2.40222 -0.25871 -0.36596
C 2.91094 3.24860 2.98842
C 4.90385 2.45222 -1.46805
C -2.07892 -0.63939 0.99740
C -1.78082 -1.18805 -1.23818
C -1.05650 -2.17834 -0.44945
H 5.22742 -0.48722 -2.07329
H 2.98452 4.32183 2.85727
H 5.28057 2.18894 -0.48285
H 6.57290 -0.31011 -0.93079
H -2.44313 -0.13949 1.90081
H 5.12375 3.50049 -1.63748
H -0.87088 -2.37647 1.79893
H 6.12739 -1.90506 -1.53939
H -3.03345 0.58468 -0.66125
H 5.41231 1.86637 -2.22309
H -1.78470 -1.18140 -2.32786
H 3.94997 -1.77534 -0.38405
H 0.07090 -3.08619 -1.97215
H 3.06940 2.56687 -2.59083
H 2.00122 3.02692 1.05946
H 2.87472 2.95042 -0.89860
H 5.29082 -1.61628 0.76544
H 3.80817 2.89219 1.07767
H 2.00937 3.02663 3.53010
H 0.56640 -3.53381 -0.31805
H -0.92049 -4.22430 -1.01271
H 3.77523 2.89382 3.52605
```

Results
- E_tot: -1842.91774 Ha
- LUMO (alpha / beta): -7.24 / -11.30 eV
- Spin multiplicity: 5
- F_max: 6.48 eV/A
- ⟨S²⟩: 6.03
- Frontier orbital gap (alpha / beta): 7.7 / 5.0 eV
- Total charge: +2



Entry 5:
This record from the OMol25 dataset describes a single C14H22FN3O7S2 molecule at a distorted geometry. The level of theory is the ωB97M-V functional and the def2-TZVPD basis.

Geometry as XYZ:
```
49
Properties=species:S:1:pos:R:3
S 4.11213 1.68286 -1.09031
S -2.55724 -1.18258 -0.75626
F -8.19089 -2.75592 -3.20076
O -5.82404 -0.57155 -2.02536
O -4.03410 -1.94567 -1.87101
O 4.42995 2.57774 -2.22465
O -6.06722 -2.76767 -2.45845
O 3.11306 2.60514 -0.06303
O 5.48049 1.31434 -0.20981
O -3.61958 1.30236 -0.19653
N -4.18088 1.08955 2.01412
N 2.62842 3.54677 3.27612
N -3.60863 -0.10719 1.67450
C -0.09842 -0.53309 0.46610
C 1.40231 -0.74905 -0.06599
C -7.15478 -0.76369 -2.49410
C -4.20248 1.92638 0.92959
C 2.27687 -1.51476 1.02315
C -7.36216 -2.23017 -2.26824
C 5.83796 -0.09121 -0.28115
C 4.63608 -1.11714 -0.16588
C -5.20425 -1.77675 -2.10212
C 3.76780 -0.96699 1.16985
C -3.30609 0.05268 0.34235
C 3.81394 3.03649 1.12975
C 2.80864 3.88192 2.04789
C -0.98510 -1.81418 0.08499
H -1.23428 -2.38993 1.03304
H 6.48524 -0.32513 -1.18765
H 3.19274 2.72283 3.52415
H 2.28374 -2.62176 0.80187
H 3.98319 -1.16774 -1.09789
H 1.38280 -1.29662 -1.06521
H 4.19048 2.20079 1.78705
H 6.51274 -0.28563 0.61672
H -7.86092 -0.15139 -1.93374
H 4.68270 3.69587 0.82843
H 4.26741 -1.65663 1.93181
H 3.79668 0.06398 1.62489
H -0.39340 -2.48460 -0.59933
H 1.83890 0.28661 -0.19183
H 1.76862 -1.35615 2.03109
H -4.64927 2.95317 0.99426
H -7.21113 -0.48823 -3.55008
H -7.72270 -2.48536 -1.26829
H -0.12102 -0.36278 1.58054
H 2.24486 4.75456 1.59533
H -0.46265 0.41829 -0.04043
H 5.11347 -2.15273 -0.09949
```

Results
- E_tot: -2133.59496 Ha
- LUMO: 0.52 eV
- F_max: 6.72 eV/A
- Frontier orbital gap: 8.2 eV
- Total charge: 0



Entry 6:
This record from the OMol25 dataset describes a molecular structure, C14H22GaI2NO4P2S at a distorted geometry. The level of theory is the ωB97M-V functional and the def2-TZVPD basis.

Geometry as XYZ:
```
47
Properties=species:S:1:pos:R:3
I -2.72294 -0.01230 -0.10832
I 2.66570 0.30407 -0.07012
Ga -0.03559 -0.04720 -0.03192
S 3.35898 -1.77447 2.77483
P 0.01058 2.40378 -0.27094
P 0.01905 -2.46574 -0.29950
O -0.51027 0.92550 2.70437
O -0.83406 -2.43451 3.58943
O 3.35039 -3.19094 2.42915
O 4.57732 -0.98922 2.67924
N 0.68020 -1.09352 2.38512
C -0.20755 -3.60139 1.10516
C 2.58972 -1.51032 4.42762
C 0.25070 -1.85374 3.49689
C 1.57635 -3.07946 -0.98576
C 3.25192 -0.82288 5.44754
C 0.58432 -1.62724 5.82160
C 1.52758 3.11905 -0.99926
C 1.21638 -1.73962 4.59188
C -0.19817 3.28137 1.32099
C 1.27645 -1.00985 6.84959
C -1.30743 3.05072 -1.33985
C -1.29608 -3.07278 -1.37689
C 0.14000 0.03704 2.27948
C 2.59042 -0.56723 6.65534
H 4.26031 -0.44329 5.27550
H 2.35315 3.01043 -0.29055
H -1.32406 2.47531 -2.26857
H 0.75435 -0.89401 7.78986
H 2.38786 -2.96997 -0.26033
H -1.14438 2.97484 1.78000
H -1.08943 -3.24586 1.63828
H 1.41842 -4.13165 -1.24243
H -2.25214 -2.95246 -0.85732
H -1.29541 -2.47947 -2.29392
H -2.27610 2.94648 -0.84756
H 0.61304 3.00041 2.00177
H -1.07806 -4.12849 -1.57492
H 0.67446 -3.46709 1.73737
H -1.10178 4.10223 -1.56651
H 3.09938 -0.03816 7.45452
H -0.39155 -4.65878 0.87050
H -0.46474 -1.94772 5.83589
H -0.18780 4.36350 1.15633
H 1.77800 2.54943 -1.89596
H 1.80903 -2.49125 -1.87398
H 1.37231 4.17134 -1.24615
```

Results
- ΔE to the lowest compared entry with this formula, charge and spin: 0.0 kcal per mole
- E_tot: -4502.79627 Ha
- LUMO (alpha / beta): -10.34 / -10.34 eV
- F_max: 4.78 eV/A
- Frontier orbital gap (alpha / beta): 4.3 / 4.3 eV
- Total charge: +2